DFT (ωB97M-V with the def2-TZVPD basis set) results for the molecule C3H6N2O.

Properties
- Multiplicity: 1
- HOMO: -7.6 eV
- Energy above the lowest of the compared OMol25 structures with the same formula, charge and spin: 2.597 eV
- Lowest unoccupied orbital energy: 0.004 Ha
- Total charge: 0
- Frontier orbital gap: 7.7 eV

```
12
Properties=species:S:1:pos:R:3:nbo_charge:R:1
C -1.523 -0.943 0.188 -0.26
N -0.637 -0.052 0.568 -0.37
C 0.549 0.232 -0.026 0.06
N 0.773 -0.316 -1.298 -0.82
C 1.300 1.291 0.571 0.33
O 1.030 1.770 1.673 -0.62
H -2.528 -0.903 0.578 0.20
H -1.223 -1.715 -0.508 0.19
H -0.128 -0.322 -1.787 0.35
H -0.836 0.572 1.355 0.44
H 1.083 -1.284 -1.269 0.36
H 2.140 1.669 -0.044 0.13
```

---

DFT (ωB97M-V with the def2-TZVPD basis set) results for the molecule C3H6N2O.

Properties
- Multiplicity: 1
- HOMO: -10.1 eV
- Energy above the lowest of the compared OMol25 structures with the same formula, charge and spin: 1.806 eV
- Lowest unoccupied orbital energy: 0.035 Ha
- Total charge: 0
- Frontier orbital gap: 11.0 eV

```
12
Properties=species:S:1:pos:R:3:nbo_charge:R:1
H -0.880 1.548 -0.988 0.37
N -0.714 1.803 -0.020 -0.74
C 0.002 0.958 0.595 0.55
O 0.323 1.245 1.872 -0.67
C 0.529 -0.358 0.113 -0.18
C -0.425 -1.369 -0.418 -0.23
N 0.376 -0.561 -1.322 -0.58
H -0.118 2.111 1.960 0.50
H 1.420 -0.735 0.615 0.22
H -1.487 -1.134 -0.411 0.21
H -0.182 -2.422 -0.293 0.20
H 1.156 -1.087 -1.702 0.36
```

---

DFT (ωB97M-V with the def2-TZVPD basis set) results for the molecule C3H6N2O.

Properties
- Multiplicity: 1
- HOMO: -9.8 eV
- Energy above the lowest of the compared OMol25 structures with the same formula, charge and spin: 1.078 eV
- Lowest unoccupied orbital energy: 0.028 Ha
- Total charge: 0
- Frontier orbital gap: 10.5 eV

```
12
Properties=species:S:1:pos:R:3:nbo_charge:R:1
H -0.712 1.823 -2.308 0.35
N -0.283 1.154 -1.670 -0.63
C -1.092 0.796 -0.763 0.14
C -0.677 -0.205 0.284 -0.28
N 0.700 -0.587 0.121 -0.63
C 1.536 -0.886 1.149 0.54
O 2.725 -1.102 1.038 -0.60
H -2.128 1.150 -0.684 0.16
H -0.838 0.237 1.278 0.22
H -1.361 -1.066 0.214 0.21
H 1.119 -0.391 -0.781 0.43
H 1.010 -0.923 2.125 0.09
```

---

DFT (ωB97M-V with the def2-TZVPD basis set) results for the molecule C3H6N2O in a non-equilibrium geometry.

Properties
- Multiplicity: 1
- HOMO: -10.3 eV
- Energy above the lowest of the compared OMol25 structures with the same formula, charge and spin: 1.689 eV
- Lowest unoccupied orbital energy: 0.019 Ha
- Total charge: 0
- Frontier orbital gap: 10.8 eV

```
12
Properties=species:S:1:pos:R:3:nbo_charge:R:1
N -1.586 -2.055 -1.651 -0.31
C -1.298 -1.264 -0.857 0.26
C -0.846 -0.261 0.134 -0.02
O -1.303 1.010 -0.258 -0.69
C 0.724 -0.370 0.249 -0.23
N 1.444 0.876 0.340 -0.82
H -1.314 -0.509 1.095 0.20
H -0.531 1.592 -0.315 0.47
H 1.108 -0.915 -0.618 0.21
H 0.967 -0.971 1.130 0.21
H 1.318 1.486 -0.456 0.36
H 1.318 1.382 1.205 0.37
```

---

DFT (ωB97M-V with the def2-TZVPD basis set) results for the molecule C3H6N2O.

Properties
- Multiplicity: 1
- HOMO: -9.7 eV
- Energy above the lowest of the compared OMol25 structures with the same formula, charge and spin: 1.264 eV
- Lowest unoccupied orbital energy: 0.035 Ha
- Total charge: 0
- Frontier orbital gap: 10.7 eV

```
12
Properties=species:S:1:pos:R:3:nbo_charge:R:1
N -0.958 1.501 0.167 -0.83
C -0.908 0.319 0.854 0.66
O -1.573 0.088 1.847 -0.60
C 0.054 -0.703 0.310 -0.19
C 0.521 -0.776 -1.099 -0.25
N 1.359 -0.164 -0.082 -0.59
H -1.364 2.275 0.673 0.40
H -0.171 1.726 -0.424 0.40
H 0.011 -1.635 0.867 0.22
H 0.129 -0.094 -1.850 0.20
H 0.790 -1.759 -1.480 0.20
H 2.109 -0.779 0.218 0.36
```

---

DFT (ωB97M-V with the def2-TZVPD basis set) results for the molecule C3H6N2O in a non-equilibrium geometry.

Properties
- Multiplicity: 1
- HOMO: -10.7 eV
- Energy above the lowest of the compared OMol25 structures with the same formula, charge and spin: 1.668 eV
- Lowest unoccupied orbital energy: 0.024 Ha
- Total charge: 0
- Frontier orbital gap: 11.3 eV

```
12
Properties=species:S:1:pos:R:3:nbo_charge:R:1
N -1.322 1.403 -2.131 -0.31
C -0.909 1.053 -1.107 0.25
C -0.286 0.537 0.141 -0.17
N -1.058 -0.534 0.811 -0.83
C 1.140 -0.017 -0.217 -0.05
O 1.628 -0.860 0.808 -0.71
H -0.202 1.368 0.862 0.23
H -2.063 -0.517 0.670 0.39
H -0.771 -1.423 0.450 0.35
H 1.130 -0.565 -1.185 0.17
H 1.843 0.824 -0.327 0.20
H 0.868 -1.271 1.225 0.47
```

---

DFT (ωB97M-V with the def2-TZVPD basis set) results for the molecule C3H6N2O in a non-equilibrium geometry.

Properties
- Multiplicity: 1
- HOMO: -10.6 eV
- Energy above the lowest of the compared OMol25 structures with the same formula, charge and spin: 1.488 eV
- Lowest unoccupied orbital energy: 0.026 Ha
- Total charge: 0
- Frontier orbital gap: 11.3 eV

```
12
Properties=species:S:1:pos:R:3:nbo_charge:R:1
N 2.511 -0.855 -1.129 -0.31
C 1.548 -0.618 -0.530 0.26
C 0.340 -0.303 0.267 -0.18
N 0.370 0.994 0.934 -0.82
C -0.902 -0.380 -0.633 -0.05
O -2.063 0.049 0.034 -0.71
H 0.265 -1.083 1.038 0.22
H 1.311 1.260 1.200 0.38
H 0.013 1.716 0.318 0.37
H -0.743 0.271 -1.503 0.18
H -1.014 -1.406 -1.005 0.18
H -1.879 0.094 0.981 0.48
```

---

DFT (ωB97M-V with the def2-TZVPD basis set) results for the molecule C3H6N2O in a non-equilibrium geometry.

Properties
- Multiplicity: 1
- HOMO (alpha / beta): -8.0 / -7.9 eV
- Energy above the lowest of the compared OMol25 structures with the same formula, charge and spin: 4.987 eV
- Lowest unoccupied orbital energy (alpha / beta): 0.003 / 0.010 Ha
- Total charge: 0
- Frontier orbital gap (alpha / beta): 8.1 / 8.2 eV

```
12
Properties=species:S:1:pos:R:3:nbo_charge:R:1
C 1.350 0.465 -0.198 0.58
C -1.129 1.503 0.040 -0.49
C 0.445 -1.782 -0.004 -0.43
N -1.061 0.088 0.008 -0.23
N 0.217 -0.308 0.069 -0.24
O 2.271 0.933 0.403 -0.49
H -2.186 1.808 -0.218 0.22
H -0.726 2.064 0.939 0.20
H -0.483 1.857 -0.809 0.19
H 0.802 -1.947 -0.980 0.21
H 1.052 -2.354 0.720 0.23
H -0.552 -2.327 0.032 0.24
```